# C28H68N4O8S2

6 unconnected molecules or ions with the total composition C28H68N4O8S2 (ωB97M-V/def2-TZVPD, OMol25).

```
110
Properties=species:S:1:pos:R:3:lowdin_charge:R:1
O -0.886 6.558 -0.181 -0.237
S -0.665 6.861 1.208 0.629
O -1.779 7.111 2.061 -0.212
O 0.244 5.745 1.930 -0.210
C 1.606 5.959 1.614 -0.184
C 1.721 7.460 1.760 -0.151
O 0.465 7.989 1.318 -0.187
H 2.260 5.387 2.269 0.130
H 1.746 5.553 0.602 0.127
H 2.556 7.929 1.240 0.136
H 1.841 7.753 2.806 0.135
O 5.563 3.642 -6.379 -0.232
S 5.581 2.630 -5.357 0.639
O 6.745 1.832 -5.195 -0.210
O 5.088 3.245 -3.944 -0.204
C 3.689 3.466 -3.977 -0.154
C 3.137 2.285 -4.814 -0.144
O 4.281 1.681 -5.466 -0.206
H 3.343 3.398 -2.949 0.117
H 3.565 4.418 -4.494 0.132
H 2.403 2.565 -5.571 0.127
H 2.693 1.425 -4.313 0.117
C 1.105 -0.892 6.115 -0.090
C 0.966 -0.794 4.594 -0.284
N 1.610 0.351 3.937 -0.170
C 1.125 1.559 4.606 -0.272
C 1.539 2.870 3.965 -0.094
C 1.328 0.314 2.500 -0.266
C 1.375 -1.054 1.824 -0.085
H 2.107 -0.684 6.482 0.079
H 0.765 -1.902 6.358 0.070
H 0.388 -0.279 6.669 0.068
H 1.343 -1.735 4.195 0.085
H -0.114 -0.788 4.366 0.119
H 0.060 1.507 4.876 0.123
H 1.653 1.568 5.565 0.108
H 2.568 2.783 3.607 0.080
H 0.965 3.204 3.096 0.055
H 1.446 3.630 4.741 0.077
H 2.134 0.873 2.020 0.101
H 0.382 0.821 2.265 0.107
H 2.267 -1.588 2.162 0.089
H 1.509 -0.947 0.745 0.058
H 0.492 -1.678 1.959 0.045
C -0.506 -4.568 -1.833 -0.082
C -1.422 -3.454 -2.316 -0.250
N -0.927 -2.833 -3.541 -0.175
C -1.874 -1.867 -4.033 -0.282
C -3.246 -2.385 -4.457 -0.097
C 0.415 -2.271 -3.470 -0.243
C 0.810 -1.478 -2.214 -0.082
H 0.507 -4.247 -1.603 0.062
H -0.436 -5.313 -2.633 0.081
H -0.963 -5.118 -1.010 0.062
H -2.391 -3.905 -2.519 0.111
H -1.507 -2.722 -1.497 0.095
H -2.110 -1.114 -3.251 0.105
H -1.489 -1.346 -4.913 0.112
H -3.821 -1.711 -5.086 0.069
H -3.168 -3.365 -4.945 0.079
H -3.882 -2.634 -3.599 0.061
H 0.573 -1.634 -4.341 0.106
H 1.171 -3.051 -3.616 0.108
H 1.773 -0.990 -2.344 0.073
H 0.721 -2.040 -1.285 0.051
H 0.065 -0.682 -2.115 0.040
C -1.785 3.410 -3.424 -0.078
C -0.809 2.269 -3.147 -0.254
N -0.735 1.880 -1.749 -0.196
C 0.075 2.811 -0.948 -0.233
C 1.464 2.231 -0.752 -0.064
C -1.985 1.464 -1.126 -0.249
C -1.771 0.288 -0.215 -0.080
H -1.568 3.973 -4.335 0.072
H -1.708 4.198 -2.665 0.069
H -2.822 3.080 -3.390 0.069
H -1.047 1.395 -3.765 0.104
H 0.192 2.518 -3.515 0.099
H 0.071 3.835 -1.338 0.105
H -0.452 2.905 0.007 0.111
H 1.862 1.846 -1.692 0.056
H 2.177 3.005 -0.432 0.064
H 1.505 1.492 0.043 0.041
H -2.634 1.171 -1.956 0.113
H -2.438 2.262 -0.521 0.119
H -0.926 0.441 0.467 0.058
H -1.438 -0.605 -0.751 0.038
H -2.642 0.009 0.379 0.071
C -0.062 -4.360 3.433 -0.073
C -0.437 -4.657 1.959 -0.222
N -1.900 -4.505 1.713 -0.181
C -2.316 -3.102 1.741 -0.261
C -3.646 -2.848 0.999 -0.080
C -2.738 -5.289 2.604 -0.276
C -2.336 -6.750 2.822 -0.090
H -0.601 -5.084 4.042 0.051
H -0.481 -3.386 3.697 0.054
H 1.008 -4.352 3.621 0.075
H 0.176 -3.974 1.374 0.093
H -0.317 -5.697 1.660 0.099
H -1.530 -2.513 1.262 0.086
H -2.426 -2.676 2.748 0.106
H -4.397 -2.656 1.771 0.070
H -4.113 -3.703 0.501 0.069
H -3.551 -2.066 0.252 0.043
H -2.947 -4.864 3.599 0.119
H -3.712 -5.290 2.103 0.107
H -3.211 -7.312 3.153 0.073
H -1.944 -7.261 1.944 0.076
H -1.611 -6.837 3.632 0.060
```

Its orbital gap is 8.528 eV. As for the charge: 0. For the energy relative to the best compared isomer or geometry (same formula, charge and spin), the calculation gives 0.00 kcal/mol. Its highest occupied orbital energy is -0.306 Ha. The value obtained for the LUMO energy is 0.20 eV. Its multiplicity is 1.



# C28H68NO17PS4V

A molecular structure, C28H68NO17PS4V (ωB97M-V/def2-TZVPD, OMol25).

```
120
Properties=species:S:1:pos:R:3:lowdin_charge:R:1
C 0.225 -7.289 -2.391 -0.112
C 0.856 -5.988 -2.112 -0.305
C 1.533 -5.887 -0.741 -0.207
C 2.237 -4.450 -0.522 -0.198
P 3.387 -4.243 0.978 0.994
C 4.930 -4.960 0.587 -0.278
C 4.944 -6.474 0.751 -0.229
C 5.834 -7.038 1.927 -0.239
C 5.635 -6.499 3.345 -0.090
C 3.590 -2.546 1.159 -0.316
C 4.154 -1.904 -0.017 -0.304
C 4.380 -0.434 0.160 -0.230
C 5.612 -0.133 1.087 -0.088
C 2.576 -4.868 2.492 -0.265
C 1.175 -4.280 2.728 -0.220
C 0.885 -4.542 4.242 -0.263
C -0.449 -3.999 4.663 -0.111
H -0.479 -7.403 -1.566 0.083
H 0.838 -8.179 -2.535 0.084
H -0.381 -7.224 -3.295 0.081
H 0.132 -5.178 -2.202 0.117
H 1.637 -5.688 -2.810 0.109
H 2.278 -6.683 -0.742 0.096
H 0.886 -6.105 0.109 0.097
H 1.560 -3.598 -0.454 0.093
H 2.746 -4.108 -1.423 0.081
H 5.681 -4.526 1.247 0.109
H 5.233 -4.661 -0.417 0.109
H 5.161 -6.850 -0.249 0.114
H 3.997 -6.976 0.948 0.090
H 6.883 -6.836 1.709 0.104
H 5.711 -8.120 1.876 0.109
H 4.552 -6.521 3.464 0.048
H 5.993 -5.477 3.467 0.075
H 6.133 -7.204 4.009 0.087
H 4.308 -2.480 1.976 0.118
H 2.677 -2.073 1.521 0.123
H 3.569 -2.054 -0.924 0.111
H 5.088 -2.287 -0.428 0.119
H 3.513 0.012 0.646 0.112
H 4.481 0.134 -0.765 0.114
H 6.486 -0.751 0.880 0.067
H 5.457 -0.239 2.161 0.070
H 5.986 0.850 0.800 0.072
H 3.260 -4.459 3.236 0.089
H 2.744 -5.922 2.710 0.091
H 0.503 -4.901 2.136 0.103
H 0.948 -3.241 2.491 0.115
H 1.691 -3.977 4.710 0.109
H 0.947 -5.601 4.488 0.118
H -1.226 -4.533 4.116 0.079
H -0.467 -2.916 4.536 0.083
H -0.797 -4.228 5.670 0.079
O -2.112 1.025 -6.862 -0.270
V -1.224 2.270 -7.320 1.236
O -1.411 2.301 -8.947 -0.292
N -0.751 2.973 -1.538 -0.726
O -1.009 1.903 -1.025 0.006
O -0.208 3.046 -2.618 -0.015
O -1.090 4.003 -1.075 0.060
O -9.025 6.262 1.611 -0.267
S -7.707 5.758 1.617 0.622
O -6.599 6.660 1.453 -0.278
O -7.396 4.973 3.027 -0.293
C -8.467 4.559 3.886 -0.279
C -7.792 3.956 5.100 -0.077
C -7.444 4.180 0.623 -0.085
H -9.072 3.782 3.417 0.115
H -9.204 5.313 4.162 0.120
H -8.617 3.625 5.730 0.077
H -7.319 4.690 5.752 0.079
H -7.102 3.136 4.902 0.081
H -6.627 3.660 1.123 0.065
H -7.031 4.493 -0.336 0.055
H -8.403 3.683 0.475 0.064
O 3.146 9.425 -6.108 -0.318
S 3.254 8.533 -7.314 0.689
O 2.291 7.505 -7.562 -0.280
O 3.346 9.509 -8.657 -0.254
C 4.299 10.478 -8.697 -0.327
C 4.159 11.144 -10.082 -0.053
C 4.905 7.845 -7.236 -0.143
H 5.263 9.980 -8.600 0.106
H 4.187 11.262 -7.948 0.126
H 4.718 12.079 -10.108 0.077
H 3.126 11.362 -10.356 0.081
H 4.540 10.557 -10.917 0.074
H 5.180 7.349 -8.167 0.077
H 4.951 7.158 -6.391 0.073
H 5.730 8.499 -6.956 0.071
O 1.094 1.546 9.301 -0.339
S 1.433 2.804 8.517 0.766
O 2.763 3.109 7.908 -0.330
O 0.256 2.746 7.320 -0.309
C 0.343 3.664 6.229 -0.280
C -1.141 4.058 5.994 -0.064
C 0.681 4.362 9.364 -0.070
H 0.738 3.251 5.301 0.115
H 0.980 4.538 6.360 0.108
H -1.684 4.367 6.887 0.071
H -1.740 3.288 5.507 0.076
H -1.106 4.932 5.344 0.075
H 1.195 4.331 10.324 0.057
H -0.406 4.280 9.395 0.066
H 0.990 5.234 8.787 0.058
O -6.827 -5.277 -5.389 -0.296
S -7.670 -4.113 -5.182 0.717
O -9.160 -4.228 -5.228 -0.299
O -7.306 -3.271 -3.760 -0.277
C -6.138 -3.464 -3.079 -0.326
C -6.268 -3.002 -1.613 -0.056
C -7.020 -2.778 -6.225 -0.119
H -5.378 -3.037 -3.733 0.115
H -5.872 -4.514 -2.956 0.111
H -5.581 -3.470 -0.907 0.069
H -7.214 -3.198 -1.108 0.083
H -6.027 -1.944 -1.517 0.070
H -7.207 -3.000 -7.275 0.070
H -5.938 -2.766 -6.101 0.063
H -7.507 -1.842 -5.951 0.074
```

Its orbital gap is 2.498 eV. As for the charge: +1. Its highest occupied orbital energy is -0.338 Ha. The value obtained for the LUMO energy is -6.70 eV. Its multiplicity is 1.